1.
Formula: C13H6N5O6S
Source: OMol25
Level of theory: ωB97M-V/def2-TZVPD

Atoms and positions in Å:
N (-1.409, -4.423, 1.969)
C (-1.009, -3.328, 2.056)
C (-0.522, -1.984, 2.146)
C (0.808, -1.566, 2.026)
C (1.142, -0.185, 2.159)
N (2.537, 0.154, 2.178)
O (3.377, -0.715, 1.847)
O (2.878, 1.310, 2.519)
C (0.162, 0.808, 2.320)
C (-1.142, 0.369, 2.477)
N (-2.336, 1.074, 2.697)
O (-2.603, 2.243, 2.897)
O (-3.375, 0.078, 2.694)
N (-2.853, -1.204, 2.489)
C (-1.520, -0.985, 2.365)
H (1.600, -2.299, 1.878)
H (0.395, 1.864, 2.391)
S (1.361, 2.427, 0.022)
C (0.915, 1.748, -1.424)
C (-0.427, 1.881, -1.904)
C (-0.903, 1.024, -2.866)
C (-0.026, 0.102, -3.487)
N (-0.547, -0.871, -4.381)
O (0.236, -1.709, -4.886)
O (-1.776, -0.863, -4.628)
C (1.350, 0.090, -3.152)
C (1.826, 0.943, -2.187)
H (-1.066, 2.632, -1.451)
H (-1.950, 1.011, -3.154)
H (1.994, -0.621, -3.661)
H (2.885, 0.993, -1.950)

Net charge: -1
Kohn-Sham gap, eV: 4.4
Highest occupied orbital energy, eV: -4.24
Strongest force on any atom, eV/Å: 3.3

Löwdin atomic charge list, values in e, 2 entries: 0.157 -0.172

=====

2.
Formula: C19H14GaIN5O2S3Sb
Source: OMol25
Level of theory: ωB97M-V/def2-TZVPD

Atoms and positions in Å:
Ga (0.835, 0.301, -1.839)
I (-0.517, 2.247, 0.837)
C (1.535, 2.559, 1.042)
C (1.885, 3.602, 1.876)
C (3.208, 3.792, 2.254)
C (4.160, 2.880, 1.834)
C (3.829, 1.825, 0.992)
C (4.863, 0.872, 0.635)
C (4.603, -0.182, -0.136)
C (3.267, -0.384, -0.730)
C (2.248, 0.685, -0.509)
C (2.492, 1.665, 0.487)
H (1.113, 4.256, 2.258)
H (3.476, 4.617, 2.901)
H (5.188, 2.971, 2.163)
H (5.852, 1.035, 1.048)
H (5.357, -0.919, -0.382)
H (3.413, -0.603, -1.796)
S (4.397, -3.021, -3.011)
Sb (2.278, -3.171, -2.231)
S (2.447, -1.916, -0.064)
S (1.227, -1.222, -3.395)
O (-4.452, -2.160, 4.130)
C (-4.239, -3.106, 3.106)
N (-3.937, -2.502, 1.834)
C (-2.647, -2.391, 1.391)
O (-1.697, -2.815, 2.016)
C (-2.483, -1.708, 0.069)
C (-3.464, -1.684, -0.917)
C (-3.206, -1.037, -2.111)
C (-1.977, -0.430, -2.279)
N (-1.049, -0.415, -1.318)
C (-1.279, -1.066, -0.178)
H (-3.607, -1.739, 4.326)
H (-5.163, -3.676, 3.028)
H (-3.409, -3.770, 3.342)
H (-4.644, -1.932, 1.402)
H (-4.411, -2.188, -0.769)
H (-3.932, -0.989, -2.908)
H (-1.720, 0.061, -3.207)
H (-0.486, -1.077, 0.560)
N (0.142, 1.903, -2.792)
C (-0.818, 2.568, -2.871)
N (-1.835, 3.340, -2.960)
C (-2.933, 2.714, -3.383)
N (-3.910, 2.208, -3.744)

Net charge: -1
Kohn-Sham gap (alpha / beta), eV: 5.8 / 6.0
Highest occupied orbital energy (alpha / beta), eV: -4.21 / -4.51
Strongest force on any atom, eV/Å: 0.4
Expectation value of S²: 0.789
Spin multiplicity: 2

Löwdin atomic charge list, values in e, 2 entries: 0.008 1.025

=====

3.
Formula: C35H49Ge2N2S2Sr
Source: OMol25
Level of theory: ωB97M-V/def2-TZVPD

Atoms and positions in Å:
Sr (0.507, -0.128, 0.655)
C (-3.179, 1.321, 4.498)
C (-2.833, -0.060, 3.937)
C (-1.650, -0.673, 4.640)
C (-1.844, -1.543, 5.704)
C (-0.767, -2.096, 6.381)
C (0.521, -1.789, 5.978)
C (0.759, -0.925, 4.913)
C (2.175, -0.652, 4.468)
C (2.857, 0.439, 5.292)
C (-0.338, -0.345, 4.265)
N (-0.122, 0.514, 3.162)
C (0.181, 1.754, 3.368)
C (0.475, 2.687, 2.338)
C (0.815, 4.037, 2.508)
C (1.021, 4.546, 1.228)
C (0.801, 3.474, 0.352)
N (0.460, 2.354, 1.002)
H (-4.031, 1.761, 3.976)
H (-2.334, 2.004, 4.397)
H (-3.423, 1.251, 5.560)
H (-2.632, 0.023, 2.866)
H (-3.693, -0.725, 4.045)
H (-2.858, -1.800, 5.993)
H (-0.932, -2.784, 7.201)
H (1.369, -2.241, 6.482)
H (2.205, -0.375, 3.413)
H (2.745, -1.580, 4.550)
H (2.339, 1.393, 5.184)
H (3.888, 0.580, 4.964)
H (2.864, 0.181, 6.353)
H (0.219, 2.139, 4.393)
H (0.907, 4.556, 3.450)
H (1.313, 5.549, 0.957)
H (0.890, 3.482, -0.726)
C (5.173, -2.073, 0.011)
C (3.673, -1.821, -0.044)
S (3.263, -0.103, 0.107)
C (2.816, -2.850, -0.207)
C (3.303, -4.274, -0.337)
S (1.046, -2.766, -0.293)
H (5.698, -1.131, 0.152)
H (5.546, -2.530, -0.910)
H (5.445, -2.735, 0.839)
H (4.388, -4.361, -0.330)
H (2.929, -4.714, -1.266)
H (2.904, -4.886, 0.478)
C (-3.125, 3.205, -2.334)
C (-2.213, 2.060, -1.896)
Ge (-2.846, 1.206, -0.231)
C (-2.722, 2.506, 1.256)
C (-4.084, 3.128, 1.561)
C (-4.717, 0.583, -0.380)
C (-4.708, -0.766, -0.314)
Ge (-2.775, -1.265, -0.230)
C (-2.098, -2.034, -1.913)
C (-2.613, -3.449, -2.184)
C (-2.178, -2.296, 1.353)
C (-3.308, -2.988, 2.120)
C (-5.900, -1.636, -0.370)
C (-7.203, -1.129, -0.349)
C (-8.298, -1.973, -0.406)
C (-8.122, -3.349, -0.487)
C (-6.838, -3.869, -0.507)
C (-5.743, -3.019, -0.446)
H (-2.782, 3.668, -3.262)
H (-3.162, 3.989, -1.574)
H (-4.147, 2.855, -2.498)
H (-1.202, 2.435, -1.724)
H (-2.145, 1.297, -2.675)
H (-1.998, 3.269, 0.963)
H (-2.315, 2.029, 2.145)
H (-4.484, 3.665, 0.696)
H (-4.011, 3.842, 2.386)
H (-4.819, 2.370, 1.840)
H (-5.641, 1.152, -0.472)
H (-1.008, -2.062, -1.839)
H (-2.365, -1.361, -2.732)
H (-2.412, -4.108, -1.335)
H (-2.112, -3.891, -3.047)
H (-3.686, -3.458, -2.380)
H (-1.669, -1.615, 2.045)
H (-1.419, -3.016, 1.035)
H (-4.149, -2.316, 2.305)
H (-2.952, -3.354, 3.086)
H (-3.693, -3.848, 1.570)
H (-7.361, -0.060, -0.282)
H (-9.297, -1.556, -0.386)
H (-8.980, -4.007, -0.531)
H (-6.683, -4.939, -0.570)
H (-4.744, -3.434, -0.465)

Net charge: -1
Kohn-Sham gap, eV: 5.4
Highest occupied orbital energy, eV: -3.08
Strongest force on any atom, eV/Å: 0.5

Löwdin atomic charge list, values in e, 2 entries: 0.926 -0.078

=====

4.
Formula: C28H33BrFN4O5ReS
Source: OMol25
Level of theory: ωB97M-V/def2-TZVPD

Atoms and positions in Å:
Re (-0.762, 0.244, -1.693)
O (-6.688, 1.688, -1.632)
C (-5.413, 1.318, -1.671)
C (-4.754, 1.006, -2.871)
C (-3.413, 0.688, -2.813)
N (-2.759, 0.672, -1.663)
C (-3.366, 0.906, -0.502)
C (-4.705, 1.228, -0.458)
C (-2.420, 0.689, 0.688)
O (-2.838, 0.612, 1.818)
O (-1.180, 0.549, 0.346)
C (-2.534, 0.253, -4.001)
O (-3.010, 0.172, -5.105)
O (-1.310, 0.009, -3.676)
H (-7.078, 1.734, -2.516)
H (-5.263, 1.003, -3.824)
H (-5.203, 1.427, 0.476)
Br (0.106, 6.859, -3.346)
C (-0.138, 5.044, -2.883)
C (-0.260, 4.068, -3.868)
C (-0.411, 2.753, -3.479)
N (-0.466, 2.370, -2.199)
C (-0.351, 3.309, -1.256)
C (-0.194, 4.650, -1.549)
H (-0.242, 4.320, -4.915)
H (-0.482, 1.976, -4.226)
H (-0.390, 2.975, -0.228)
H (-0.127, 5.381, -0.758)
C (-1.113, -0.479, 4.606)
C (-1.002, -1.978, 4.866)
C (-1.370, -2.782, 3.615)
C (-0.239, -2.774, 2.583)
N (-0.762, -2.665, 1.225)
C (-0.144, -2.642, 0.061)
S (-1.122, -2.143, -1.317)
N (1.089, -3.021, -0.231)
C (2.107, -3.727, 0.537)
C (3.257, -2.831, 1.026)
C (4.499, -2.840, 0.135)
C (4.275, -2.197, -1.228)
H (-0.814, 0.093, 5.482)
H (-2.138, -0.215, 4.359)
H (-0.485, -0.173, 3.771)
H (-1.682, -2.255, 5.671)
H (0.009, -2.233, 5.191)
H (-2.274, -2.335, 3.197)
H (-1.599, -3.812, 3.886)
H (0.346, -3.688, 2.689)
H (0.418, -1.914, 2.762)
H (-1.729, -2.350, 1.193)
H (1.343, -2.844, -1.197)
H (2.510, -4.507, -0.115)
H (1.632, -4.223, 1.378)
H (3.554, -3.165, 2.020)
H (2.909, -1.804, 1.122)
H (4.855, -3.863, 0.005)
H (5.280, -2.284, 0.659)
H (3.551, -2.747, -1.831)
H (5.209, -2.170, -1.783)
H (3.935, -1.171, -1.102)
F (3.145, 2.922, 2.983)
C (2.726, 2.300, 1.874)
C (2.895, 2.921, 0.647)
C (2.485, 2.269, -0.497)
C (1.898, 1.000, -0.435)
C (1.451, 0.289, -1.643)
C (1.731, 0.411, 0.828)
C (2.138, 1.047, 1.977)
H (3.350, 3.896, 0.610)
H (2.635, 2.727, -1.463)
H (1.785, -0.751, -1.607)
H (1.865, 0.746, -2.544)
H (1.236, -0.547, 0.889)
H (2.002, 0.601, 2.948)

Net charge: +1
Kohn-Sham gap (alpha / beta), eV: 7.8 / 6.5
Highest occupied orbital energy (alpha / beta), eV: -10.70 / -10.68
Strongest force on any atom, eV/Å: 2.1
Expectation value of S²: 3.772
Spin multiplicity: 4

Löwdin atomic charge list, values in e, 2 entries: 1.508 0.127